Entry 1:
{"formula": "C4H11N3O", "method": "ωB97M-V with the def2-TZVPD basis set", "species": ["N", "C", "C", "N", "C", "C", "N", "O", "H", "H", "H", "H", "H", "H", "H", "H", "H", "H", "H"], "coordinates": [[0.033, 1.454, 2.857], [0.860, 0.784, 1.863], [0.498, 1.259, 0.426], [-0.287, 0.189, -0.237], [0.391, -0.705, -1.135], [-0.474, -1.941, -1.423], [-1.417, -1.584, -2.443], [-0.508, -3.092, -1.092], [-0.868, 1.711, 2.467], [-0.243, 0.803, 3.583], [1.914, 1.100, 1.975], [0.977, -0.284, 2.092], [1.351, 1.681, -0.109], [-0.105, 2.162, 0.588], [-1.056, 0.666, -0.692], [1.346, -1.035, -0.708], [0.642, -0.296, -2.131], [-1.615, -2.259, -3.162], [-1.439, -0.614, -2.718]], "forces_ev_per_a": [[-0.7, -0.2, 0.4], [2.0, 0.9, -0.2], [-0.4, -1.2, 1.2], [-0.5, 1.6, 0.0], [1.0, -0.9, 0.4], [-2.3, 0.5, -3.0], [0.7, 0.6, 0.9], [1.4, -0.1, 1.2], [0.1, 0.1, -0.3], [0.3, 0.0, 0.2], [-0.3, 0.3, 0.4], [-0.7, -0.1, -0.9], [0.3, -0.7, -0.3], [-0.3, -0.4, -0.2], [-0.1, -0.4, -0.2], [-0.3, 0.1, 0.2], [0.0, 0.1, 0.3], [-0.2, -0.1, 0.2], [0.0, -0.2, -0.4]], "smiles": "NCCNCC(N)=O", "gap_ev": 9.8, "spin_multiplicity": 1, "lumo_energy_ha": 0.0261, "total_charge": 0, "energy_ha": -398.4821, "homo_ev": -9.10, "de_lowest_kj_mol": 189.16}

***

Entry 2:
{"formula": "C4H11N3O", "method": "ωB97M-V with the def2-TZVPD basis set", "species": ["N", "C", "N", "O", "H", "H", "H", "H", "C", "C", "C", "N", "H", "H", "H", "H", "H", "H", "H"], "coordinates": [[1.490, 0.228, 0.107], [1.593, -0.099, -1.217], [2.347, 0.763, -1.969], [1.005, -1.042, -1.706], [2.074, 0.942, 0.510], [0.963, -0.453, 0.717], [2.969, 1.425, -1.544], [2.544, 0.481, -2.915], [-0.620, -1.660, 1.420], [-1.385, -0.944, 0.598], [-1.964, 0.400, 0.930], [-1.569, 1.462, 0.011], [-0.270, -2.642, 1.145], [-0.493, -1.377, 2.456], [-1.503, -1.262, -0.430], [-1.672, 0.699, 1.940], [-3.059, 0.332, 0.905], [-0.555, 1.504, -0.033], [-1.895, 1.243, -0.925]], "forces_ev_per_a": [[-0.5, -0.8, 1.0], [0.0, 0.1, 0.1], [0.2, 0.2, -0.2], [-0.1, -0.3, -0.2], [-0.1, -0.2, 0.1], [1.0, 1.3, -1.1], [0.0, 0.0, 0.0], [0.0, 0.0, 0.1], [-1.0, -0.3, 0.1], [0.5, 0.1, 0.3], [-0.2, 0.0, 0.1], [0.1, 0.1, -0.1], [0.3, 0.0, -0.2], [0.1, 0.2, 0.1], [-0.1, -0.1, -0.1], [-0.1, -0.1, 0.0], [0.1, 0.0, 0.1], [-0.1, 0.0, -0.1], [0.1, 0.1, 0.0]], "smiles": "NC(N)=O.C=CCN", "gap_ev": 10.0, "spin_multiplicity": 1, "lumo_energy_ha": 0.0285, "total_charge": 0, "energy_ha": -398.5212, "homo_ev": -9.19, "de_lowest_kj_mol": 86.55}

***

Entry 3:
{"formula": "C4H11N3O", "method": "ωB97M-V with the def2-TZVPD basis set", "species": ["C", "N", "C", "N", "O", "C", "N", "C", "H", "H", "H", "H", "H", "H", "H", "H", "H", "H", "H"], "coordinates": [[-0.118, 0.515, -0.022], [-0.855, -0.681, -0.633], [-2.298, -0.385, -0.431], [-3.061, -0.138, 0.595], [-0.458, 2.975, -1.029], [1.388, 0.392, -0.003], [2.007, -0.349, 1.009], [2.188, -1.708, 0.801], [-0.341, 1.466, -0.568], [-0.501, 0.629, 1.008], [-1.228, -1.123, 0.284], [-3.291, 0.843, 0.742], [-2.741, -1.071, -1.194], [1.737, 1.442, 0.041], [1.659, -0.022, -0.999], [-0.413, 3.539, -1.808], [2.624, -1.876, -0.196], [2.552, -2.292, 1.652], [1.151, -2.156, 0.751]], "forces_ev_per_a": [[-2.2, -2.2, 1.7], [-0.3, 2.6, 3.1], [-3.0, -2.9, -0.4], [1.2, 1.9, -2.9], [-0.1, -0.1, 0.9], [3.4, 0.3, -1.7], [-1.8, 0.9, 0.6], [-1.2, -0.8, -0.2], [0.4, 0.9, -1.0], [0.1, 0.3, -0.3], [2.3, -1.1, -0.6], [0.4, -0.1, 1.3], [0.0, 0.4, 0.1], [-0.2, -0.3, 0.2], [-0.2, 0.1, 0.2], [0.1, -0.5, -0.3], [0.0, -0.4, 0.3], [0.8, 0.6, -0.3], [0.2, 0.4, -0.5]], "gap_ev": 4.1, "spin_multiplicity": 1, "lumo_energy_ha": -0.1418, "total_charge": 0, "energy_ha": -398.1190, "homo_ev": -7.98, "de_lowest_kj_mol": 1142.50}

***

Entry 4:
{"formula": "C4H11N3O", "method": "ωB97M-V with the def2-TZVPD basis set", "species": ["C", "C", "C", "N", "N", "C", "N", "O", "H", "H", "H", "H", "H", "H", "H", "H", "H", "H", "H"], "coordinates": [[-2.080, -0.256, -1.324], [-1.950, -0.571, 0.135], [-0.955, -0.197, 0.949], [0.208, 0.478, 0.587], [1.004, 0.961, 1.666], [1.303, -0.182, -0.720], [2.592, -0.426, -0.318], [1.131, 0.919, -1.468], [-3.091, 0.096, -1.546], [-1.914, -1.143, -1.943], [-1.381, 0.516, -1.638], [-2.705, -1.225, 0.554], [-0.964, -0.570, 1.974], [1.006, 0.293, 2.438], [0.599, 1.824, 2.020], [0.746, -1.068, -1.027], [2.740, -1.279, 0.201], [3.039, 0.376, 0.109], [0.673, 1.454, -0.649]], "forces_ev_per_a": [[-0.1, 0.2, 0.0], [0.3, 0.0, 0.0], [0.0, -0.9, 0.0], [1.2, 0.0, -0.4], [-0.2, -0.3, 0.0], [-1.5, 0.0, 1.7], [0.0, -0.1, 0.1], [-0.3, 2.1, 1.0], [0.0, 0.0, 0.0], [0.0, 0.0, 0.0], [0.1, 0.0, 0.0], [-0.1, 0.1, 0.1], [-0.1, 0.1, 0.1], [0.0, 0.0, 0.0], [0.1, -0.2, -0.1], [0.1, -0.1, 0.0], [-0.1, 0.0, 0.0], [0.0, 0.0, -0.1], [0.6, -0.9, -2.5]], "smiles": "C/C=C\\N(N)[C@H](N)O", "gap_ev": 8.8, "spin_multiplicity": 1, "lumo_energy_ha": 0.0318, "total_charge": 0, "energy_ha": -398.4147, "homo_ev": -7.97, "de_lowest_kj_mol": 366.10}

***

Entry 5:
{"formula": "C4H11N3O", "method": "ωB97M-V with the def2-TZVPD basis set", "species": ["C", "C", "C", "C", "N", "N", "N", "O", "H", "H", "H", "H", "H", "H", "H", "H", "H", "H", "H"], "coordinates": [[-0.516, -0.565, -1.606], [2.079, -0.100, 1.093], [0.217, -0.830, -0.486], [1.014, 0.226, 0.087], [-2.269, 1.313, 0.442], [0.164, -2.058, 0.217], [0.698, 1.449, -0.227], [-1.732, 1.416, -0.866], [-3.285, 1.419, 0.381], [-2.119, 0.348, 0.755], [-0.228, -1.994, 1.149], [-0.285, -2.795, -0.306], [-0.567, 1.608, -0.627], [1.249, 2.188, 0.191], [-1.232, -1.283, -1.981], [-0.207, 0.204, -2.294], [1.638, -0.185, 2.090], [2.551, -1.052, 0.859], [2.829, 0.691, 1.129]], "forces_ev_per_a": [[1.3, -0.8, 0.5], [0.1, 0.0, -0.1], [-1.3, -0.2, -1.1], [0.3, 1.4, 0.2], [0.0, 0.0, 0.5], [0.1, 0.0, 0.1], [0.4, -0.9, 0.2], [1.2, 0.7, 0.3], [0.4, 0.0, -0.3], [-0.1, 0.1, -0.2], [0.0, 0.0, -0.1], [0.0, 0.1, 0.0], [-2.2, -0.3, -0.6], [0.2, -0.2, 0.1], [-0.1, 0.0, 0.1], [-0.2, 0.3, 0.2], [0.0, 0.0, -0.1], [0.0, 0.0, 0.0], [-0.1, 0.0, 0.0]], "gap_ev": 7.7, "spin_multiplicity": 1, "lumo_energy_ha": 0.0103, "total_charge": 0, "energy_ha": -398.3953, "homo_ev": -7.44, "de_lowest_kj_mol": 417.01}

***

Entry 6:
{"formula": "C4H11N3O", "method": "ωB97M-V with the def2-TZVPD basis set", "species": ["H", "N", "C", "N", "O", "N", "C", "C", "C", "H", "H", "H", "H", "H", "H", "H", "H", "H", "H"], "coordinates": [[1.325, 2.170, 1.480], [1.367, 1.556, 0.661], [0.187, 1.070, 0.467], [-0.856, 1.373, 1.307], [-2.117, 0.944, 0.880], [-0.113, 0.260, -0.608], [0.584, 0.515, -1.870], [-0.410, -1.172, -0.377], [0.390, -1.778, 0.771], [-0.677, 1.180, 2.289], [-2.026, 0.995, -0.096], [0.935, 1.550, -1.941], [-0.114, 0.360, -2.700], [1.440, -0.155, -2.001], [-1.480, -1.294, -0.178], [-0.205, -1.751, -1.285], [0.091, -1.353, 1.735], [0.214, -2.858, 0.824], [1.464, -1.612, 0.644]], "forces_ev_per_a": [[0.1, 0.1, -0.3], [-0.8, -0.4, 0.0], [2.2, 0.2, 0.3], [0.0, 0.3, 0.4], [-0.6, -0.3, 0.0], [-0.2, -0.1, -1.4], [0.1, 0.1, -0.1], [-0.3, -0.1, 0.4], [0.1, -0.1, 0.1], [-0.6, -0.1, -0.3], [-0.1, -0.1, 0.5], [-0.1, -0.3, 0.3], [0.1, -0.1, 0.1], [0.0, 0.1, 0.0], [0.1, 0.0, 0.0], [0.1, 0.5, 0.0], [0.1, 0.0, -0.1], [0.0, 0.1, 0.0], [-0.2, 0.0, 0.0]], "smiles": "[H]/N=C(\\NO)N(C)CC", "gap_ev": 9.5, "spin_multiplicity": 1, "lumo_energy_ha": 0.0337, "total_charge": 0, "energy_ha": -398.4344, "homo_ev": -8.55, "de_lowest_kj_mol": 314.35}

***

Entry 7:
{"formula": "C4H11N3O", "method": "ωB97M-V with the def2-TZVPD basis set", "species": ["C", "N", "C", "C", "O", "N", "C", "N", "H", "H", "H", "H", "H", "H", "H", "H", "H", "H", "H"], "coordinates": [[1.771, -0.182, 0.731], [0.786, 0.929, 0.311], [-0.236, 0.528, -0.663], [-1.483, 1.442, -0.634], [-2.124, 1.097, 0.648], [-2.127, -0.316, 0.523], [-1.199, -0.883, -0.085], [-0.965, -2.118, -0.338], [1.854, -0.732, -0.157], [2.729, 0.266, 1.133], [1.420, -0.563, 1.669], [1.361, 1.628, -0.213], [0.266, 1.218, 1.089], [0.190, 0.403, -1.617], [-1.435, 2.483, -0.709], [-2.300, 1.106, -1.373], [-2.899, -0.727, 1.142], [-0.206, -2.437, -0.976], [-1.503, -2.851, 0.006]], "forces_ev_per_a": [[0.7, 2.5, 1.6], [1.7, -1.0, -1.9], [-3.7, -1.8, 1.1], [-2.1, -2.3, -0.3], [1.2, -0.9, -1.0], [-4.6, 0.9, 4.2], [4.4, 2.9, -2.7], [2.4, -0.6, -1.7], [0.6, -1.5, -0.5], [-0.8, -0.1, -1.3], [-0.8, -1.2, -0.1], [-0.7, 0.2, 1.2], [-0.4, 1.6, 1.8], [0.4, -0.5, -1.2], [0.7, 1.7, 0.2], [1.8, 0.4, 0.4], [1.3, 0.6, -1.3], [-0.8, 0.7, 0.8], [-1.4, -1.5, 0.8]], "smiles": "C[NH2+][C@@H]1CONC1=[NH2+]", "gap_ev": 11.7, "spin_multiplicity": 1, "lumo_energy_ha": -0.2780, "total_charge": 2, "energy_ha": -397.7548, "homo_ev": -19.24, "de_lowest_kj_mol": 262.18}

***

Entry 8:
{"formula": "C4H11N3O2", "method": "ωB97M-V with the def2-TZVPD basis set", "species": ["H", "N", "C", "N", "N", "C", "H", "H", "H", "H", "H", "H", "C", "C", "O", "O", "H", "H", "H", "H"], "coordinates": [[-2.020, 1.395, -0.766], [-1.290, 0.732, -0.578], [-0.627, 0.209, -1.546], [-1.230, -0.070, -2.766], [0.675, -0.103, -1.294], [1.416, -1.073, -2.133], [-0.710, -0.486, -3.526], [-1.820, 0.669, -3.130], [0.887, -0.157, -0.301], [0.857, -1.328, -3.037], [1.367, -2.009, -1.566], [2.401, -0.707, -2.405], [0.206, 0.230, 3.832], [0.178, 0.356, 2.315], [1.144, 0.215, 1.590], [-1.015, 0.751, 1.901], [1.122, -0.261, 4.168], [-0.670, -0.364, 4.101], [0.161, 1.207, 4.318], [-1.032, 0.791, 0.822]], "forces_ev_per_a": [[-0.7, -0.4, -0.6], [0.1, 1.0, 0.5], [0.2, 0.0, 0.1], [0.3, 0.4, -0.6], [-0.3, -1.1, -1.6], [-1.4, -0.2, 0.7], [0.2, 0.2, 0.4], [-0.1, -0.2, 0.4], [0.1, 0.5, 0.2], [0.3, 0.4, 0.0], [0.9, -0.1, -0.2], [0.1, -0.2, 0.2], [0.4, -0.6, -0.3], [-1.0, 1.3, 0.7], [0.3, -0.5, -0.2], [0.7, -0.4, 0.1], [-0.2, 0.0, -0.1], [0.1, 0.2, 0.3], [-0.2, 0.0, -0.2], [0.1, -0.1, 0.3]], "smiles": "[H]/N=C(\\N)NC.CC(=O)O", "gap_ev": 9.8, "spin_multiplicity": 1, "lumo_energy_ha": 0.0250, "total_charge": 0, "energy_ha": -473.7849, "homo_ev": -9.14, "de_lowest_kj_mol": 46.89}

***

Entry 9:
{"formula": "C4H11N3O2", "method": "ωB97M-V with the def2-TZVPD basis set", "species": ["H", "N", "C", "N", "N", "C", "H", "H", "H", "H", "H", "H", "C", "C", "O", "O", "H", "H", "H", "H"], "coordinates": [[-1.276, -1.030, 0.868], [-0.938, -0.150, 0.539], [-1.674, 0.884, 0.461], [-1.099, 2.118, 0.261], [-3.053, 0.798, 0.374], [-3.686, -0.495, 0.183], [-1.771, 2.784, -0.085], [-0.266, 2.068, -0.301], [-3.647, 1.431, 0.867], [-3.562, -1.127, 1.065], [-3.298, -1.005, -0.686], [-4.750, -0.349, 0.013], [3.678, -0.408, -1.251], [2.592, -0.888, -0.341], [2.672, -1.663, 0.569], [1.490, -0.149, -0.592], [3.534, 0.533, -1.773], [3.751, -1.130, -2.073], [4.617, -0.313, -0.707], [0.762, -0.222, 0.057]], "forces_ev_per_a": [[-0.9, -0.2, -0.1], [1.6, 0.5, 0.2], [-0.4, -1.4, -0.5], [-0.7, 0.4, 0.2], [-0.5, 0.0, -0.2], [0.0, 0.1, 0.6], [0.2, 0.1, -0.2], [0.3, 0.0, 0.2], [0.2, 0.6, 0.1], [-0.1, -0.3, -0.1], [0.3, -0.1, -0.2], [0.0, 0.1, 0.1], [0.9, -0.6, -0.8], [-1.1, 2.2, 0.4], [0.3, -0.6, -0.1], [0.8, 0.0, -0.6], [-0.7, 0.1, 0.4], [0.4, -0.1, 0.3], [0.0, -0.5, -0.1], [-0.7, -0.5, 0.4]], "smiles": "[H]/N=C(/N)NC.CC(=O)O", "gap_ev": 10.2, "spin_multiplicity": 1, "lumo_energy_ha": 0.0251, "total_charge": 0, "energy_ha": -473.7796, "homo_ev": -9.56, "de_lowest_kj_mol": 60.90}

***

Entry 10:
{"formula": "C4H11N3O2", "method": "ωB97M-V with the def2-TZVPD basis set", "species": ["C", "C", "O", "O", "H", "H", "H", "C", "C", "N", "N", "N", "H", "H", "H", "H", "H", "H", "H", "H"], "coordinates": [[-0.173, 4.070, -0.052], [-0.149, 2.566, 0.076], [-0.509, 2.229, 1.322], [0.195, 1.788, -0.784], [0.046, 4.318, -1.087], [0.549, 4.478, 0.650], [-1.177, 4.458, 0.123], [-0.040, -4.030, -0.687], [0.163, -1.598, 0.060], [0.440, -1.113, 1.215], [0.682, -2.860, -0.229], [-0.448, -0.906, -0.902], [1.015, -1.486, 1.959], [-0.585, 1.278, 1.482], [1.651, -2.963, 0.033], [-0.325, -1.259, -1.833], [-0.413, 0.126, -0.823], [-0.465, -4.479, 0.214], [0.623, -4.745, -1.163], [-0.805, -3.776, -1.418]], "forces_ev_per_a": [[-0.2, -0.6, -0.9], [0.0, 1.0, 0.6], [-0.2, -0.1, 0.0], [-0.3, -0.4, 0.1], [0.4, 0.1, 0.1], [-0.1, 0.2, 0.0], [0.1, -0.1, 0.5], [-0.3, 0.0, 0.1], [1.4, 0.0, -1.9], [-0.8, 0.5, 1.1], [-0.1, 0.3, 0.1], [-0.1, -0.2, 0.5], [0.4, -0.3, -0.4], [0.2, -0.1, -0.3], [0.0, -0.2, 0.4], [-0.1, -0.1, -0.2], [-0.1, -0.1, 0.1], [-0.3, -0.3, -0.3], [0.3, 0.1, 0.1], [-0.1, 0.1, 0.3]], "gap_ev": [10.9, 6.4], "spin_multiplicity": 2, "lumo_energy_ha": [-0.1205, -0.2841], "s2": 0.77, "total_charge": 1, "energy_ha": -473.4691, "homo_ev": [-14.17, -14.16], "de_lowest_kj_mol": 129.49}

***

Entry 11:
{"formula": "C4H11N3O2", "method": "ωB97M-V with the def2-TZVPD basis set", "species": ["C", "C", "N", "N", "N", "H", "H", "H", "H", "H", "H", "H", "H", "C", "C", "O", "O", "H", "H", "H"], "coordinates": [[3.226, 0.861, 1.891], [0.871, 0.790, 1.018], [0.955, 0.452, -0.227], [1.782, 1.280, 1.972], [-0.416, 0.911, 1.609], [1.929, 0.515, -0.810], [-0.562, 0.338, -1.630], [1.711, 1.189, 3.098], [-0.679, 1.694, 2.087], [-1.187, 0.810, 0.978], [3.937, 1.613, 2.436], [3.558, 0.603, 0.891], [3.433, -0.053, 2.507], [-1.640, -2.492, -1.754], [-1.797, -1.052, -1.590], [-0.932, -0.284, -2.330], [-2.495, -0.379, -0.821], [-1.342, -2.777, -2.775], [-2.589, -2.982, -1.518], [-0.997, -2.793, -0.924]], "forces_ev_per_a": [[1.5, 0.5, 1.3], [-1.9, 3.1, 5.7], [3.1, -0.7, -2.3], [2.8, -2.6, 1.3], [1.4, -2.5, -3.8], [-2.8, 0.1, 2.1], [-0.9, -0.6, -1.7], [-1.5, 0.5, -3.6], [0.3, 2.6, 2.4], [-0.5, -1.1, -1.0], [-1.6, -0.8, -1.5], [0.0, 0.5, -0.1], [-0.8, 0.4, -0.5], [-1.4, -1.0, -0.1], [-0.7, 4.2, 1.0], [1.4, -0.2, 0.9], [0.8, -2.4, -0.4], [0.4, 0.1, 0.7], [0.0, 0.1, -0.1], [0.5, -0.2, -0.5]], "gap_ev": [9.4, 4.4], "spin_multiplicity": 2, "lumo_energy_ha": [-0.1424, -0.3265], "s2": 0.77, "total_charge": 1, "energy_ha": -473.3817, "homo_ev": [-13.28, -13.27], "de_lowest_kj_mol": 359.06}

***

Entry 12:
{"formula": "C4H11N3O3", "method": "ωB97M-V with the def2-TZVPD basis set", "species": ["C", "N", "C", "N", "O", "H", "H", "H", "H", "H", "H", "C", "C", "N", "O", "O", "H", "H", "H", "H", "H"], "coordinates": [[1.863, 0.614, -1.163], [0.753, -0.059, -0.468], [-0.979, 0.416, -1.049], [-1.064, 1.784, -0.935], [-1.462, -0.209, -1.973], [0.740, -1.059, -0.649], [-0.678, 2.167, -0.078], [-1.885, 2.175, -1.369], [1.816, 1.668, -0.907], [1.752, 0.464, -2.236], [2.822, 0.205, -0.844], [0.832, -0.988, 1.889], [0.651, 0.212, 1.014], [-1.942, -1.533, 0.364], [-1.482, -0.193, 0.498], [0.678, 1.376, 1.346], [-2.193, -1.648, -0.624], [-2.827, -1.554, 0.868], [0.685, -0.684, 2.923], [1.832, -1.406, 1.752], [0.089, -1.748, 1.642]], "forces_ev_per_a": [[-0.2, -0.1, 0.3], [-0.6, 0.3, 0.3], [-2.5, -0.7, 0.8], [1.3, -0.4, 0.1], [1.3, 0.1, 0.8], [-0.1, 0.0, 0.0], [-0.5, 0.1, -0.2], [0.2, 0.0, 0.2], [0.0, 0.0, -0.1], [-0.1, 0.1, 0.0], [0.0, 0.0, 0.0], [-0.4, 0.1, 0.1], [0.6, 0.5, -0.8], [0.2, -0.1, -0.1], [0.3, 0.6, -1.3], [0.0, -0.8, 0.0], [0.1, 0.1, 0.0], [0.1, 0.1, -0.1], [0.1, 0.0, 0.0], [0.0, 0.1, 0.0], [0.0, 0.0, -0.1]], "gap_ev": 9.2, "spin_multiplicity": 1, "lumo_energy_ha": 0.0284, "total_charge": 0, "energy_ha": -548.9144, "homo_ev": -8.39, "de_lowest_kj_mol": 234.24}